91
Properties=species:S:1:pos:R:3:mulliken_charge:R:1 method="wB97M-V/def2-TZVPD" de_lowest_kj_mol=116.0 homo_lumo_gap_ev=6.095 charge=+2
Pt -0.84649 -0.62016 -0.75528 2.6650
S 0.70585 -0.79783 1.07870 -0.2124
C 2.19700 -0.71837 0.26591 0.2134
N 3.32949 -0.54689 0.90215 0.1301
C 4.58794 -0.45027 0.15712 -0.7248
C 4.34426 0.32692 -1.11444 -0.7367
N 3.26721 -0.32094 -1.87050 0.1987
C 3.43390 -0.33675 -3.33886 -1.4690
C 4.53290 -1.29190 -3.72519 0.8113
C 5.73337 -0.80777 -4.22946 -0.3240
C 6.74785 -1.68740 -4.57872 -0.6682
C 6.56521 -3.05108 -4.41830 -0.4405
C 5.36806 -3.53952 -3.91090 -0.8006
C 4.35352 -2.66386 -3.56748 -0.1152
C 2.24604 -0.84478 -1.24479 0.1790
S 0.99634 -1.72402 -1.99565 -0.4437
C 3.43752 -0.42414 2.36571 -1.3078
C 3.85778 0.97486 2.73257 0.6464
C 5.04908 1.19524 3.40961 -0.3061
C 5.43004 2.48761 3.74295 -0.6390
C 4.62581 3.55891 3.39077 -0.4575
C 3.43358 3.34225 2.71053 -0.8652
C 3.04766 2.05412 2.38443 -0.1584
H 4.96265 -1.45775 -0.04741 0.3339
H 5.30213 0.07577 0.78999 0.5009
H 5.23455 0.32510 -1.74178 0.5137
H 4.05102 1.36035 -0.90602 0.3389
H 3.68696 0.68629 -3.62271 0.4524
H 2.46892 -0.59824 -3.77544 0.5518
H 5.87235 0.25655 -4.37071 0.4207
H 7.67541 -1.30679 -4.97929 0.4073
H 7.35078 -3.73703 -4.69877 0.4080
H 5.22431 -4.60366 -3.79554 0.4314
H 3.41381 -3.05070 -3.19294 0.3585
H 4.17553 -1.15980 2.68935 0.4412
H 2.47413 -0.69175 2.80063 0.4087
H 5.67693 0.35951 3.68942 0.4183
H 6.35318 2.65436 4.27793 0.4130
H 4.92423 4.56473 3.64763 0.4103
H 2.80300 4.17860 2.44501 0.4628
H 2.10951 1.88790 1.86726 0.5594
N -1.97901 -2.39301 -1.33705 -0.5727
C -3.39853 -2.14054 -1.28106 0.1129
C -4.27907 -2.62358 -2.23100 -0.8739
C -5.64397 -2.50913 -1.98831 -0.7649
C -6.10349 -1.96996 -0.79593 -0.8685
C -5.20697 -1.45245 0.12759 -0.4886
C -3.84427 -1.46800 -0.15872 0.2239
P -2.55656 -0.66515 0.82006 0.7605
C -3.09788 0.92846 1.45405 0.6009
C -4.31411 1.51374 1.10771 -0.7512
C -4.68258 2.73079 1.66362 -1.0448
C -3.83253 3.37688 2.54588 -0.7783
C -2.60365 2.81299 2.87207 -0.9037
C -2.23478 1.59730 2.32920 -0.7470
C -2.23658 -1.73160 2.23655 1.3032
C -2.70854 -1.39659 3.50450 -0.5310
C -2.60640 -2.31457 4.53863 -0.7949
C -2.03182 -3.55467 4.31935 -0.6124
C -1.54148 -3.88660 3.06145 -0.9931
C -1.64287 -2.97844 2.02648 -0.1902
H -1.77423 -3.22307 -0.78773 0.3180
H -1.69373 -2.57747 -2.29438 0.4909
H -3.91657 -3.11498 -3.12302 0.5140
H -6.34834 -2.88044 -2.71789 0.4689
H -7.16300 -1.93472 -0.59374 0.4814
H -5.56995 -1.00976 1.04411 0.6978
H -4.97706 1.04071 0.39884 0.7918
H -5.62944 3.17728 1.39641 0.6032
H -4.12317 4.32386 2.97683 0.4386
H -1.93732 3.32193 3.55380 0.4891
H -1.27769 1.16478 2.59517 0.5269
H -3.16753 -0.43587 3.68728 0.4271
H -2.98229 -2.05640 5.51773 0.4722
H -1.96361 -4.26714 5.12813 0.4423
H -1.08313 -4.85014 2.89411 0.4840
H -1.23691 -3.23843 1.05735 0.0368
S -0.44635 1.66969 -0.48563 -0.1319
C -1.92204 2.29193 -1.23597 0.3709
C -2.55559 3.42843 -0.77146 -0.9583
C -3.77599 3.79867 -1.33093 0.3463
C -4.45911 4.92883 -0.78336 -0.1935
N -4.99211 5.84128 -0.34074 -0.4671
C -4.35388 3.02811 -2.35304 0.6599
C -3.68595 1.91189 -2.85891 -0.8850
C -2.47080 1.55198 -2.30820 0.2699
S -1.48800 0.19198 -2.86923 -0.2490
C -5.66387 3.32522 -2.84297 -0.3589
N -6.72876 3.51560 -3.21996 -0.4319
H -2.14460 4.00377 0.04567 0.6310
H -4.12723 1.33894 -3.66080 0.6222

=====

86
Properties=species:S:1:pos:R:3:mulliken_charge:R:1 method="wB97M-V/def2-TZVPD" homo_lumo_gap_ev="7.763 / 7.764" charge=+2
Ni 0.64350 -0.06966 -0.10665 -0.5478
O 3.38703 1.33566 0.21619 -0.8088
S 2.75946 0.09134 -0.19531 1.5836
C 3.06729 -0.17571 -1.93617 0.5961
C 4.16169 -0.83040 -2.47381 -0.6216
C 4.33709 -0.80823 -3.85199 -0.9524
C 3.44294 -0.12823 -4.66630 -0.7813
C 2.34452 0.52297 -4.11868 -0.5906
C 2.14805 0.50191 -2.74506 -0.4520
P 0.72097 1.25293 -1.90545 1.2063
C 1.09135 2.95766 -1.49160 0.5615
C 2.19427 3.62131 -2.01875 -0.3058
C 2.43830 4.93605 -1.65346 -0.7616
C 1.58945 5.58173 -0.76589 -0.6359
C 0.49313 4.91646 -0.23075 -0.7073
C 0.24627 3.60192 -0.58599 -0.1938
C -0.61859 1.23562 -3.11145 0.5394
C -0.97909 0.01676 -3.69271 -0.0819
C -2.01160 -0.03122 -4.61097 -0.8221
C -2.69053 1.13489 -4.95288 -0.5984
C -2.32862 2.34671 -4.38408 -0.7785
C -1.29099 2.40307 -3.46327 -0.5730
C 3.47026 -1.26849 0.68942 -0.1496
C 4.83826 -1.50212 0.71715 -0.7143
C 5.29985 -2.59685 1.43222 -0.8859
C 4.41064 -3.42078 2.11540 -0.7151
C 3.05520 -3.12683 2.14717 -0.8062
C 2.57937 -2.02391 1.44577 -0.0874
P 0.92119 -1.32458 1.66621 1.8154
C -0.16980 -2.72595 1.94420 0.7371
C -0.34502 -3.63604 0.89781 -0.3516
C -1.16019 -4.74038 1.07618 -0.7796
C -1.80654 -4.93513 2.29316 -0.5486
C -1.63113 -4.03334 3.33292 -0.8053
C -0.80881 -2.92779 3.16471 -0.4330
C 0.99259 -0.29260 3.13894 0.7512
C -0.11972 0.49364 3.45040 -0.3049
C -0.09754 1.31184 4.56540 -0.8784
C 1.03937 1.36464 5.36351 -0.6546
C 2.14960 0.59617 5.04990 -0.7730
C 2.13118 -0.23520 3.93941 -0.3934
H 4.85795 -1.37102 -1.85063 0.5398
H 5.17718 -1.32953 -4.29016 0.4479
H 3.59436 -0.11491 -5.73712 0.4740
H 1.63626 1.03142 -4.76057 0.5698
H 2.86480 3.11950 -2.70504 0.4312
H 3.29530 5.45537 -2.05991 0.4518
H 1.78592 6.60721 -0.48352 0.4266
H -0.16138 5.42087 0.46706 0.4606
H -0.59987 3.07494 -0.15572 0.2025
H -0.45367 -0.89476 -3.42784 0.5104
H -2.28756 -0.97381 -5.06430 0.4477
H -3.49719 1.09588 -5.67271 0.4443
H -2.84686 3.25421 -4.66332 0.4714
H -1.00325 3.35308 -3.03199 0.4476
H 5.52698 -0.84270 0.20577 0.7577
H 6.35954 -2.81160 1.45606 0.4588
H 4.78502 -4.27932 2.65640 0.4638
H 2.37594 -3.73191 2.73487 0.5101
H 0.15913 -3.48553 -0.05093 0.4439
H -1.29104 -5.45102 0.27143 0.4632
H -2.44251 -5.79926 2.43161 0.4350
H -2.12608 -4.19461 4.28114 0.4695
H -0.66497 -2.22946 3.97999 0.4894
H -1.00214 0.46878 2.81928 0.2453
H -0.96156 1.91467 4.81020 0.4734
H 1.05887 2.01179 6.22991 0.4231
H 3.03388 0.64042 5.67080 0.4601
H 3.00261 -0.83329 3.70765 0.3647
C -3.18293 0.87168 -0.95538 -0.4109
Te -1.71326 -0.52338 -0.27203 0.4750
C -3.09060 -1.06377 1.27397 -0.5169
C -4.38159 -0.42366 0.84360 0.2843
C -5.54697 -0.71800 1.55196 -0.6546
C -6.74185 -0.11218 1.21522 -0.7083
C -6.78391 0.80385 0.17174 -0.6674
C -5.63094 1.10488 -0.52693 -0.7000
C -4.42393 0.48779 -0.19808 0.2862
H -3.26360 0.71834 -2.02926 0.2446
H -2.89190 1.90106 -0.75267 0.4883
H -2.76976 -0.72366 2.25635 0.5004
H -3.12020 -2.15218 1.25857 0.4202
H -5.51106 -1.42600 2.37098 0.5137
H -7.64115 -0.34881 1.76721 0.4274
H -7.71590 1.28457 -0.09230 0.4302
H -5.66068 1.82424 -1.33624 0.5074

=====

| no. | strongest force on any atom (hartree/bohr) | energy (eV) |
| --- | --- | --- |
| 1 | 0.0183 | -109527.550 |
| 2 | 0.0215 | -125996.239 |